No. 1
ORCA calculation (the ωB97M-V functional and the def2-TZVPD basis) on a cluster of 2 separate species, H8N4O in total at a distorted geometry.

## Properties
* LUMO: 1.00 eV
* charge: 0
* HOMO-LUMO gap: 0.3416 Eh
* relative energy (zero: lowest compared OMol25 entry of this formula, charge and spin): 0.0 kJ/mol
* SMILES string: NNN.NO
* calculated total energy: -298.91858 Eh

CARTESIAN COORDINATES (ANGSTROEM)
N 1.8709 -0.6165 0.3366
N 0.9921 0.2735 -0.3142
N 1.5588 1.5567 -0.1973
H 2.4930 -1.0458 -0.3529
H 1.3543 -1.4040 0.7368
H 0.0300 0.2467 0.0769
H 2.4261 1.6031 -0.7328
H 1.8466 1.7089 0.7717
N -2.0148 -0.2667 -0.1510
O -3.3082 -0.8403 0.1854
H -1.7886 -0.7647 -1.0189
H -2.2802 0.6775 -0.4525
H -3.1800 -1.1287 1.1123

Atom charges from the Mulliken analysis, given in e for atoms 1 to 2: N -0.54; N -0.14


No. 2
ORCA calculation (the ωB97M-V functional and the def2-TZVPD basis) on the ion C5H8N with charge +1 at a distorted geometry.

## Properties
* LUMO: -5.74 eV
* charge: +1
* HOMO-LUMO gap: 0.3324 Eh
* relative energy (zero: lowest compared OMol25 entry of this formula, charge and spin): 303.8 kJ/mol
* SMILES string: C=C[N+](=C)C=C
* calculated total energy: -249.70942 Eh

CARTESIAN COORDINATES (ANGSTROEM)
C 1.7754 -1.2771 0.1976
C 1.2282 -0.3927 -0.6493
N 0.0353 0.3205 -0.4934
C -0.2601 1.4605 -1.0016
C -0.9436 -0.3938 0.3147
C -1.8095 0.1571 1.2320
H 2.7606 -1.5092 -0.2373
H 1.6529 -1.5013 1.2715
H 1.8296 -0.1085 -1.4966
H -1.2160 1.9352 -0.7927
H 0.4541 2.1469 -1.4816
H -0.9480 -1.5677 0.2126
H -1.9839 1.1920 1.3158
H -2.5749 -0.4618 1.6082

Atom charges from the Mulliken analysis, given in e for atoms 1 to 2: C -0.67; C -0.08


No. 3
ORCA calculation (the ωB97M-V functional and the def2-TZVPD basis) on a cluster of 2 separate species, C5H12N2O in total at a distorted geometry.

## Properties
* ⟨S²⟩: 1.754
* LUMO (alpha / beta): -5.35 / -8.37 eV
* charge: +1
* HOMO-LUMO gap (alpha / beta): 0.3156 / 0.2538 Eh
* relative energy (zero: lowest compared OMol25 entry of this formula, charge and spin): 488.4 kJ/mol
* calculated total energy: -381.98130 Eh
* multiplicity: 2

CARTESIAN COORDINATES (ANGSTROEM)
N -2.6436 -0.8685 -0.3386
C -2.3690 0.0946 0.5687
C -1.1207 0.5632 1.0590
N 0.0744 -0.1154 0.9738
C 2.4244 -0.2135 0.3070
C 1.1567 0.6197 0.2007
C 0.7997 0.8996 -1.2427
O -1.1040 1.7144 1.6007
H -3.0854 -1.7086 0.0355
H -1.8751 -1.1392 -0.9497
H -3.2443 0.5981 0.9840
H -0.4278 -2.7328 -0.5357
H -0.1736 -0.9737 0.4827
H 2.1997 -1.2623 0.0770
H 2.8551 -0.1668 1.3044
H 3.1706 0.1278 -0.4007
H 1.2632 1.5464 0.7640
H 1.3916 1.7295 -1.6227
H 0.9477 0.0501 -1.9142
H -0.2396 1.2372 -1.3535

Atom charges from the Mulliken analysis, given in e for atoms 1 to 2: N -0.43; C -0.18


No. 4
ORCA calculation (the ωB97M-V functional and the def2-TZVPD basis) on an isolated molecule of C4H2N2O at a distorted geometry.

## Properties
* LUMO: -0.45 eV
* charge: 0
* HOMO-LUMO gap: 0.3889 Eh
* relative energy (zero: lowest compared OMol25 entry of this formula, charge and spin): 73.6 kJ/mol
* SMILES string: N#CC#CC(N)=O
* calculated total energy: -338.31339 Eh

CARTESIAN COORDINATES (ANGSTROEM)
N -0.9268 -0.6885 -3.7379
C -0.6100 -0.2142 -2.7285
C -0.2457 0.2628 -1.4821
C 0.0513 0.5589 -0.3516
C 0.3731 0.7030 1.0815
N 0.2587 -0.4962 1.7083
O 0.6923 1.7477 1.6045
H -0.0319 -1.3207 1.2071
H 0.4389 -0.5528 2.6986

Atom charges from the Mulliken analysis, given in e for atoms 1 to 2: N -0.40; C -0.46


No. 5
ORCA calculation (the ωB97M-V functional and the def2-TZVPD basis) on an isolated molecule of C4H4N4 at a distorted geometry.

## Properties
* LUMO: -1.33 eV
* charge: 0
* HOMO-LUMO gap: 0.3026 Eh
* relative energy (zero: lowest compared OMol25 entry of this formula, charge and spin): 320.3 kJ/mol
* SMILES string: [H]/N=c1/nccncn1
* calculated total energy: -373.72292 Eh

CARTESIAN COORDINATES (ANGSTROEM)
H 2.9365 -1.0633 0.4785
N 2.7514 0.0112 0.2569
C 1.4761 0.1333 -0.0954
N 0.8260 1.3453 -0.2760
C -0.4935 1.4319 -0.0798
C -1.7609 0.5491 0.1390
N -1.7397 -0.7128 0.1476
C -0.4492 -1.4949 -0.1193
N 0.7687 -1.1777 -0.2114
H -0.7378 2.4958 -0.0478
H -2.7049 1.0294 0.2649
H -0.8727 -2.5472 -0.4572

Atom charges from the Mulliken analysis, given in e for atoms 1 to 2: H 0.30; N -0.60


No. 6
ORCA calculation (the ωB97M-V functional and the def2-TZVPD basis) on a cluster of 2 separate species, C4H8OS in total at a distorted geometry.

## Properties
* LUMO: 0.71 eV
* charge: 0
* HOMO-LUMO gap: 0.3417 Eh
* relative energy (zero: lowest compared OMol25 entry of this formula, charge and spin): 682.3 kJ/mol
* calculated total energy: -630.37505 Eh

CARTESIAN COORDINATES (ANGSTROEM)
C -2.6240 0.6826 -0.0844
C -0.2607 0.4560 -0.1000
C 2.0702 0.1297 0.4699
C 3.2840 0.1624 -0.2485
H -3.8536 0.4452 0.2861
H -2.3896 1.6495 0.6640
H -2.7175 0.9823 -1.1521
H -0.2256 0.6763 0.9654
H -0.4809 1.4527 -0.4824
H 2.1084 0.2240 1.9808
H 3.4777 -0.1008 -1.4892
H 4.0096 0.1459 0.7413
O 0.9742 -0.2458 -0.3826
S -1.4086 -0.7558 0.0828

Atom charges from the Mulliken analysis, given in e for atoms 1 to 2: C -0.77; C -0.39